#a
C2H7NO2S2 as an isolated structure, computed with ωB97M-V with the def2-TZVPD basis set.

```
14
Properties=species:S:1:pos:R:3:lowdin_charge:R:1
S -1.0678 -1.4684 -1.6094 0.545
S -0.0835 0.9973 -0.6226 0.680
O 1.2525 0.4764 -0.2988 -0.396
O -0.8747 1.4104 0.8024 -0.342
N -0.0829 2.0873 -1.6600 -0.202
C 0.4486 -2.3848 -1.1468 -0.496
C -0.3159 1.0924 2.0710 -0.120
H -0.9375 0.7111 2.8318 0.073
H -1.0247 2.5286 -1.7183 0.048
H 0.2981 1.8859 2.5034 0.098
H 0.7941 -1.7189 -0.3448 -0.008
H 0.3326 0.2302 1.9099 0.075
H 0.1156 -3.3407 -0.7550 0.019
H 1.1455 -2.5067 -1.9627 0.026
```

Results
- gap between HOMO and LUMO (eV) = 6.93
- charge = 0


#b
C2H7NO2S2 as an isolated structure, computed with ωB97M-V with the def2-TZVPD basis set.

```
14
Properties=species:S:1:pos:R:3:lowdin_charge:R:1
S -0.9955 0.2220 0.1042 0.605
S 1.2580 2.0656 -0.1563 0.925
O -1.3508 1.5368 -0.4216 -0.505
O -0.9519 0.0769 1.5528 -0.407
N -2.4564 -0.7579 -0.3259 -0.125
C 1.3193 0.4415 -0.5076 -0.655
C 1.6178 -0.6903 0.2990 -0.202
H 0.6894 1.8933 1.0589 -0.054
H 1.5438 -1.6168 -0.2523 0.093
H -2.4274 -1.7402 -0.2392 0.003
H -3.0052 -0.3524 -1.1607 0.082
H 2.6094 -0.5688 0.6631 0.084
H 0.7840 -0.7508 1.0165 0.042
H 1.3656 0.2410 -1.6309 0.114
```

Results
- gap between HOMO and LUMO (alpha / beta) (eV) = 7.66 / 7.66
- charge = 0


What should be chosen as the least stable of them? Choose #a.


#a
The molecule C3H5NO3, computed with ωB97M-V with the def2-TZVPD basis set.

```
12
Properties=species:S:1:pos:R:3:lowdin_charge:R:1
O -1.9967 0.3678 0.9863 0.073
O -0.2091 0.8737 -1.8705 0.100
O 1.2956 0.3314 -0.2702 -0.039
N -0.6750 -1.3997 0.4364 0.175
C 0.8469 0.4121 -1.5363 -0.340
C 0.3469 0.7897 0.6998 -0.084
C -0.9053 -0.0872 0.7205 -0.532
H 0.8668 0.7293 1.6590 0.139
H 0.2505 -1.7901 0.4446 0.105
H 0.0452 1.8219 0.5052 0.139
H 1.5957 -0.0225 -2.2099 0.148
H -1.4616 -2.0265 0.4352 0.116
```

Results
- gap between HOMO and LUMO (eV) = 10.77
- charge = 0
- structure (SMILES) = NC(=O)COC=O


#b
C3H5NO3 as an isolated structure, computed with ωB97M-V with the def2-TZVPD basis set.

```
12
Properties=species:S:1:pos:R:3:lowdin_charge:R:1
O -1.2947 0.0660 0.2648 -0.054
O 0.5288 1.0576 2.4366 0.117
O 0.3493 -1.7076 -1.1416 0.099
N 0.3792 -0.3018 0.5940 0.109
C -1.4546 0.6270 -0.9964 -0.146
C 0.9325 -1.1141 -0.3079 -0.364
C 1.0153 0.3949 1.5992 -0.323
H -1.3321 -0.2150 -1.6965 0.071
H 2.0179 -1.1031 0.0012 0.153
H 2.0391 0.1015 1.7296 0.131
H -2.4981 0.8075 -1.2877 0.106
H -0.6827 1.3872 -1.1953 0.101
```

Results
- gap between HOMO and LUMO (eV) = 9.71
- charge = 0


What should be chosen as the least stable of them? Choose #b.


#a
The molecule C4H4ClOP, computed with ωB97M-V with the def2-TZVPD basis set.

```
11
Properties=species:S:1:pos:R:3:lowdin_charge:R:1
Cl 2.1487 1.3698 -1.7007 0.067
P 0.7984 -0.1639 -1.6572 0.513
O -1.7963 1.7705 -1.2554 0.087
C -0.1942 -0.4314 1.0385 -0.139
C -1.1854 0.9830 -0.6104 -0.295
C -1.1629 0.3289 0.6675 -0.128
C 0.8674 -0.9033 0.0867 -0.462
H 1.8481 -0.6190 0.3274 0.023
H -2.0201 0.4125 1.3335 0.125
H 0.7218 -1.9713 -0.2973 0.084
H -0.0254 -0.7759 2.0674 0.124
```

Results
- gap between HOMO and LUMO (eV) = 7.50
- charge = 0


#b
C4H4ClOP as an isolated structure, computed with ωB97M-V with the def2-TZVPD basis set.

```
11
Properties=species:S:1:pos:R:3:lowdin_charge:R:1
Cl 0.4485 -2.5920 -2.1750 0.190
P 1.7053 -1.4823 -1.1692 0.508
O 1.3026 -3.0034 1.6389 0.044
C 0.7730 0.1031 -0.7875 -0.431
C -0.0384 -1.0786 1.1731 -0.109
C 1.0349 -2.0252 0.9788 -0.382
C -0.3110 -0.2095 0.1992 -0.134
H -0.8069 -1.0543 1.9614 0.125
H 0.5151 0.6000 -1.7972 0.105
H -1.1393 0.3278 0.2368 0.060
H 1.5630 0.6026 -0.3646 0.025
```

Results
- gap between HOMO and LUMO (eV) = 8.19
- charge = 0


What should be chosen as the least stable of them? Choose #a.


#a
A 3-piece molecular cluster, C4H8O3 overall, computed with ωB97M-V with the def2-TZVPD basis set.

```
15
Properties=species:S:1:pos:R:3:lowdin_charge:R:1
O -1.5226 -1.0116 -0.3239 -0.014
O 2.0248 -0.9737 0.4228 -0.033
O 1.8332 1.4907 1.7720 0.021
C 0.6642 -1.1141 0.5567 -0.205
C 0.1220 0.2092 -1.5287 -0.022
C -0.1949 -0.6769 -0.3699 -0.405
C 0.7423 1.7382 1.5621 0.049
H -2.6385 1.0850 0.1205 0.020
H -2.6295 1.8161 0.2626 0.039
H 1.1684 0.5185 -1.5080 0.083
H -1.6416 -1.6941 0.3504 0.106
H -0.5195 1.0973 -1.4782 0.074
H 0.3034 -1.6608 1.4328 0.125
H 2.3752 -0.5326 1.2088 0.071
H -0.0868 -0.2913 -2.4800 0.089
```

Results
- gap between HOMO and LUMO (eV) = 9.31
- charge = 0


#b
A 2-piece molecular cluster, C4H8O3 overall, computed with ωB97M-V with the def2-TZVPD basis set.

```
15
Properties=species:S:1:pos:R:3:lowdin_charge:R:1
O 1.1971 -0.5136 0.9498 0.053
O 0.4874 -3.5170 3.7171 -0.066
O -1.2308 1.9121 -2.6994 0.066
C 0.6718 -0.7622 -0.0984 -0.264
C -0.7273 2.3521 -1.7057 -0.262
C -0.2940 1.5128 -0.5332 -0.154
C -0.4814 0.0044 -0.7444 -0.145
H -1.4417 -0.2966 -0.3253 0.127
H 0.3722 -2.6662 4.1582 0.034
H -0.8203 1.7582 0.3879 0.124
H -0.5415 3.4147 -1.5421 0.115
H 1.1024 -1.5346 -0.7578 0.118
H -0.4285 -0.3161 -1.7792 0.104
H 1.4097 -3.5059 3.4413 0.031
H 0.7466 1.7342 -0.2691 0.120
```

Results
- gap between HOMO and LUMO (eV) = 10.84
- charge = 0
- structure (SMILES) = O=CCCC=O.O


What should be chosen as the least stable of them? Choose #a.


#a
The molecule C4H8O3, computed with ωB97M-V with the def2-TZVPD basis set.

```
15
Properties=species:S:1:pos:R:3:lowdin_charge:R:1
O 1.7215 0.3084 0.6151 0.109
O -0.9419 0.5048 1.3930 -0.058
O 1.7397 -1.6815 -0.4727 0.095
C 1.2300 -0.5943 -0.2551 -0.513
C -0.9450 0.8251 -0.0443 -0.394
C -0.1077 -0.2300 -0.7844 -0.077
C -2.3598 0.6354 -0.5498 -0.054
H 0.0305 0.1103 -1.8248 0.144
H -2.6958 -0.3871 -0.5247 0.078
H -3.1052 1.3290 -0.1214 0.095
H -0.5007 1.8315 -0.0777 0.149
H -2.2003 0.7597 -1.6251 0.083
H -0.3167 1.1306 1.7709 0.074
H 2.5685 -0.1322 0.8169 0.137
H -0.7674 -1.1040 -0.8151 0.133
```

Results
- gap between HOMO and LUMO (eV) = 10.93
- charge = 0
- structure (SMILES) = C[C@@H](O)CC(=O)O


#b
The molecule C4H8O3, computed with ωB97M-V with the def2-TZVPD basis set.

```
15
Properties=species:S:1:pos:R:3:lowdin_charge:R:1
O 1.5404 0.5105 -1.7683 0.107
O -0.7859 0.6942 1.4899 -0.109
O 1.1857 1.6643 0.0858 0.083
C 0.7520 1.0009 -0.8278 -0.558
C 0.0694 -1.5533 0.9066 -0.022
C -0.8939 -0.2937 0.4863 -0.377
C -0.6678 0.5441 -0.8436 -0.057
H 1.1311 -1.1866 1.2778 0.122
H -0.3930 -2.1284 1.5609 -0.010
H 2.4801 0.9433 -1.6853 0.193
H -1.9709 -0.7173 0.5990 0.158
H 0.0988 -2.1973 -0.0307 0.088
H -1.4965 1.3485 -0.6920 0.161
H -0.0750 1.3701 1.2417 0.085
H -0.9743 0.0006 -1.8004 0.136
```

Results
- gap between HOMO and LUMO (eV) = 10.25
- charge = 0
- structure (SMILES) = C[C@@H](O)CC(=O)O


What should be chosen as the least stable of them? Choose #b.


#a
The molecule C4H8O3, computed with ωB97M-V with the def2-TZVPD basis set.

```
15
Properties=species:S:1:pos:R:3:lowdin_charge:R:1
O 1.2447 -0.0206 -1.1601 -0.045
O -0.8612 0.1170 2.5977 -0.059
O -0.5591 1.2144 -0.6324 0.111
C -1.3165 -0.5923 1.4584 -0.265
C 0.1375 0.2458 -0.4452 -0.493
C 1.5324 0.8977 -2.2147 -0.051
C -0.1207 -0.8588 0.5586 -0.073
H -0.2535 -1.7851 -0.0141 0.131
H -1.6379 0.3798 3.1067 0.090
H 0.7754 -0.9992 1.1733 0.134
H 1.7145 1.9013 -1.8221 0.096
H -1.7758 -1.5497 1.7528 0.117
H 2.4274 0.5105 -2.7024 0.092
H 0.7018 0.9406 -2.9244 0.096
H -2.0617 -0.0094 0.8984 0.119
```

Results
- gap between HOMO and LUMO (eV) = 11.32
- charge = 0
- structure (SMILES) = COC(=O)CCO


#b
The molecule C4H8O3, computed with ωB97M-V with the def2-TZVPD basis set.

```
15
Properties=species:S:1:pos:R:3:lowdin_charge:R:1
O 1.1492 2.0781 0.2892 0.069
O 2.1065 -0.3656 0.7717 -0.081
O -0.8273 1.1446 -0.3270 0.002
C -0.2605 -0.2276 -0.3605 -0.287
C 0.0327 2.1262 -0.1496 -0.349
C 0.6829 -0.5119 0.8185 -0.246
C -1.3303 -1.2966 -0.7243 -0.034
H -2.1039 -1.0478 -1.5617 0.115
H 0.5261 -0.1096 -1.2287 0.180
H -0.3758 3.0852 -0.3693 0.135
H 0.7584 -1.5292 0.8491 0.082
H -1.9528 -1.4040 0.1587 0.068
H 2.3012 0.6121 0.9828 0.107
H -0.8472 -2.2703 -0.9275 0.086
H 0.1407 -0.2837 1.7788 0.153
```

Results
- gap between HOMO and LUMO (eV) = 11.21
- charge = 0
- structure (SMILES) = C[C@H](CO)OC=O


#c
The molecule C4H8O3, computed with ωB97M-V with the def2-TZVPD basis set.

```
15
Properties=species:S:1:pos:R:3:lowdin_charge:R:1
O -0.7871 -2.7275 -1.0727 -0.023
O -0.2748 -0.2548 -2.1768 0.140
O 1.1042 0.2364 -0.4217 -0.022
C -0.1743 1.3328 1.4706 -0.071
C -0.0554 -1.7868 -0.3544 -0.180
C 0.2691 -0.5518 -1.1413 -0.470
C 0.4716 1.4295 0.0966 -0.213
H 1.2908 2.1345 0.1807 0.119
H 0.5546 0.9808 2.2056 0.082
H -1.0707 0.7023 1.5648 0.073
H -0.6093 -1.3417 0.4833 0.127
H 0.8592 -2.2024 0.0820 0.142
H -1.1568 -2.2357 -1.8226 0.090
H -0.4690 2.3596 1.7339 0.084
H -0.2260 1.7874 -0.6646 0.122
```

Results
- gap between HOMO and LUMO (eV) = 11.41
- charge = 0
- structure (SMILES) = CCOC(=O)CO


What should be chosen as the least stable of them? Choose #b.